The following is a DFT calculation (ωB97M-V/def2-TZVPD) of a cluster of 7 separate species, C20H28Cl2O18 in total.

The value obtained for the orbital gap is 10.55 eV. The relative energy (zero: lowest compared OMol25 entry of this formula, charge and spin) comes out at 403.7 kJ/mol. The molar mass comes out at 627.33 u.

Geometry (Å):
O1 -4.107 -33.926 -2.785
C1 -4.982 -33.332 -3.420
O2 -6.208 -33.091 -2.935
C2 -6.946 -32.354 -3.868
C3 -6.222 -32.703 -5.196
O3 -4.939 -32.901 -4.711
H1 -7.951 -32.743 -4.035
H2 -6.901 -31.287 -3.648
H3 -6.395 -31.892 -5.903
H4 -6.685 -33.535 -5.726
O4 -6.258 -26.334 1.405
C4 -6.216 -27.415 1.871
O5 -6.557 -28.491 1.164
C5 -6.505 -29.612 1.987
C6 -6.095 -29.170 3.348
O6 -6.052 -27.789 3.225
H5 -7.486 -30.087 2.001
H6 -5.737 -30.248 1.548
H7 -5.050 -29.397 3.556
H8 -6.828 -29.381 4.127
O7 -11.813 -32.812 -10.327
C7 -10.979 -32.067 -10.797
O8 -11.067 -31.461 -12.021
C8 -10.104 -30.518 -12.226
C9 -9.254 -30.537 -10.956
O9 -9.858 -31.499 -10.113
H9 -9.541 -30.867 -13.092
H10 -10.476 -29.495 -12.276
H11 -8.993 -29.582 -10.500
H12 -8.371 -31.032 -11.360
O10 -5.195 -34.357 -11.045
C10 -4.102 -33.941 -11.474
O11 -3.974 -33.008 -12.496
C11 -2.614 -32.784 -12.854
C12 -1.943 -33.759 -11.887
O12 -2.983 -34.497 -11.240
H13 -2.451 -33.082 -13.890
H14 -2.415 -31.743 -12.600
H15 -1.297 -33.361 -11.105
H16 -1.353 -34.521 -12.396
O13 -4.984 -41.873 1.236
C13 -4.533 -41.165 0.324
O14 -3.283 -41.122 -0.008
C14 -2.923 -40.018 -0.890
C15 -4.356 -39.826 -1.523
O15 -5.194 -40.331 -0.460
H17 -2.662 -39.201 -0.217
H18 -2.248 -40.164 -1.733
H19 -4.405 -40.423 -2.434
H20 -4.458 -38.766 -1.760
O16 4.855 -38.092 -3.816
C16 4.056 -37.313 -4.228
O17 3.929 -37.161 -5.503
C17 3.028 -36.083 -5.838
C18 2.566 -35.711 -4.439
O18 3.294 -36.611 -3.605
H21 3.582 -35.249 -6.270
H22 2.240 -36.465 -6.487
H23 1.484 -35.775 -4.326
H24 2.861 -34.690 -4.200
Cl1 -3.475 -35.211 3.918
C19 -1.751 -34.654 3.655
C20 -1.504 -33.572 4.624
Cl2 -1.118 -34.130 6.289
H25 -1.584 -34.299 2.638
H26 -0.919 -35.345 3.798
H27 -2.386 -32.937 4.696
H28 -0.610 -32.969 4.459

The following is a DFT calculation (ωB97M-V/def2-TZVPD) of an isolated molecule of CH2O2S.

The value obtained for the orbital gap is 10.71 eV. The relative energy (zero: lowest compared OMol25 entry of this formula, charge and spin) comes out at 138.0 kJ/mol. The molar mass comes out at 78.09 u.

Geometry (Å):
O1 -0.598 1.429 0.412
C1 -0.019 0.415 -0.038
O2 -0.826 -0.735 0.106
S1 1.406 0.321 -0.856
H1 -1.417 -0.253 0.910
H2 1.454 -1.176 -0.534

The following is a DFT calculation (ωB97M-V/def2-TZVPD) of a structure of composition C27H34O23Y.

The value obtained for the orbital gap is 7.44 eV. The molar mass comes out at 815.45 u. Its charge is -1.

Geometry (Å):
Y1 -0.065 0.902 -0.685
C1 2.792 -2.355 -1.537
C2 1.901 -1.524 -0.947
C3 1.364 -1.580 0.410
O1 0.417 -0.790 0.717
C4 2.087 -2.335 1.250
C5 3.241 -3.159 0.827
C6 3.601 -3.178 -0.739
O2 4.606 -3.761 -1.154
O3 3.829 -3.955 1.566
O4 1.371 -0.549 -1.638
H1 3.044 -2.202 -2.625
H2 1.881 -2.406 2.264
C7 -1.766 4.080 1.846
C8 -3.050 4.666 2.002
C9 -4.263 4.055 1.098
O5 -5.269 4.704 0.943
C10 -3.928 2.776 0.498
C11 -2.685 2.252 0.436
C12 -1.574 2.969 1.145
O6 -0.415 2.413 0.908
O7 -2.279 1.264 -0.340
O8 -3.366 5.495 2.807
H3 -0.935 4.698 2.091
H4 -4.753 2.235 -0.045
C13 0.125 -2.089 4.022
O9 0.404 -3.473 3.768
C14 -0.604 -4.312 3.598
O10 -1.734 -3.956 3.634
O11 -0.285 -5.559 3.260
C15 1.124 -5.804 2.995
H5 -0.071 -1.644 3.051
H6 1.132 -1.735 4.337
H7 -0.690 -2.034 4.692
H8 1.528 -5.308 2.142
H9 1.279 -6.818 2.576
H10 1.781 -5.605 3.811
C16 -3.263 -2.408 0.750
O12 -2.311 -3.183 -0.015
C17 -1.439 -2.570 -0.791
O13 -1.627 -1.435 -1.273
O14 -0.373 -3.249 -1.096
C18 -0.298 -4.606 -0.561
H11 -4.105 -2.298 0.157
H12 -2.902 -1.432 0.993
H13 -3.543 -2.971 1.623
H14 -1.182 -5.147 -0.959
H15 -0.309 -4.633 0.503
H16 0.631 -5.019 -0.987
C19 -3.613 0.160 -3.389
O15 -2.474 -0.255 -4.227
C20 -1.287 0.141 -3.708
O16 -1.163 1.099 -3.018
O17 -0.221 -0.557 -4.102
C21 -0.465 -1.967 -4.243
H17 -4.277 -0.667 -3.612
H18 -4.074 1.027 -3.784
H19 -3.514 0.260 -2.277
H20 -0.483 -2.241 -5.293
H21 -1.376 -2.302 -3.767
H22 0.358 -2.504 -3.727
C22 2.276 2.378 2.719
O18 3.458 2.256 1.811
C23 3.271 1.889 0.554
O19 2.202 1.501 0.122
O20 4.425 1.999 -0.155
C24 4.391 1.129 -1.354
H23 2.195 1.426 3.226
H24 1.422 2.609 2.085
H25 2.590 3.169 3.346
H26 4.199 0.038 -1.153
H27 5.338 1.276 -1.817
H28 3.621 1.522 -2.053
C25 1.997 5.545 -0.103
O21 1.899 4.309 -0.867
C26 0.740 4.032 -1.364
O22 0.357 2.948 -1.707
O23 -0.042 5.110 -1.525
C27 -1.417 4.897 -1.916
H29 2.947 5.465 0.428
H30 1.097 5.667 0.493
H31 1.976 6.357 -0.844
H32 -1.846 5.891 -1.951
H33 -1.978 4.350 -1.192
H34 -1.584 4.618 -2.965

The following is a DFT calculation (ωB97M-V/def2-TZVPD) of a structure of composition C24H25BiN4O.

The value obtained for the orbital gap is 6.43 eV. The molar mass comes out at 594.47 u.

Geometry (Å):
C1 2.099 0.115 1.546
C2 2.501 -0.477 0.330
C3 2.416 0.493 -0.702
H1 2.834 -1.503 0.185
C4 2.016 1.717 -0.142
C5 1.802 1.505 1.275
H2 1.941 2.672 -0.670
C6 -1.205 -1.510 1.409
C7 -0.208 -2.313 0.768
C8 -0.488 -2.369 -0.600
H3 0.593 -2.857 1.271
C9 -1.663 -1.626 -0.868
C10 -2.141 -1.106 0.369
H4 2.642 0.312 -1.748
H5 1.691 2.284 2.019
H6 2.157 -0.338 2.533
H7 -3.134 -0.664 0.518
H8 0.075 -2.908 -1.363
H9 -1.372 -1.424 2.475
Bi1 -0.674 0.971 1.217
C11 -2.371 -1.507 -2.204
C12 -3.753 -2.167 -2.026
C13 -1.609 -2.251 -3.312
H10 -3.613 -3.218 -1.730
H11 -4.307 -2.144 -2.971
H12 -4.348 -1.663 -1.252
H13 -1.530 -3.315 -3.067
H14 -0.604 -1.834 -3.443
H15 -2.155 -2.150 -4.256
C14 -2.531 -0.014 -2.637
C15 -1.264 0.646 -3.122
H16 -2.986 0.571 -1.821
H17 -3.244 -0.001 -3.476
O1 -0.135 0.438 -2.639
N1 -1.379 1.486 -4.184
C16 -0.353 2.519 -4.316
H18 -2.290 1.721 -4.577
C17 1.045 1.959 -4.469
C18 2.154 2.622 -3.927
H19 1.989 3.536 -3.350
C19 3.443 2.110 -4.116
H20 4.303 2.632 -3.690
C20 3.639 0.948 -4.879
H21 4.648 0.559 -5.057
C21 2.522 0.291 -5.421
H22 2.648 -0.616 -6.015
C22 1.238 0.802 -5.227
H23 0.365 0.315 -5.667
H24 -0.376 3.124 -3.402
H25 -0.608 3.156 -5.176
N2 -1.054 1.511 3.288
C23 -0.648 1.060 4.321
N3 -0.429 0.910 5.551
C24 -0.085 -0.230 6.129
N4 0.225 -1.182 6.746

The following is a DFT calculation (ωB97M-V/def2-TZVPD) of the ion C6H7N2O with charge +1.

The value obtained for the orbital gap is 10.31 eV. The relative energy (zero: lowest compared OMol25 entry of this formula, charge and spin) comes out at 376.3 kJ/mol. The molar mass comes out at 123.13 u. Its charge is +1.

Geometry (Å):
H1 0.339 -0.675 -3.264
N1 0.662 -0.917 -2.320
C1 0.012 -0.921 -1.289
C2 -1.359 -0.369 -0.898
N2 0.903 -1.324 -0.200
C3 0.973 -0.758 0.922
O1 1.584 -0.558 1.989
C4 0.154 0.215 1.595
C5 0.294 1.623 1.551
C6 0.271 2.738 1.206
H2 -1.366 0.528 -0.271
H3 -1.699 -1.222 -0.290
H4 -2.045 -0.065 -1.677
H5 1.671 -1.882 -0.671
H6 -0.647 -0.195 2.326
H7 0.252 3.782 1.292

The following is a DFT calculation (ωB97M-V/def2-TZVPD) of a structure of composition C48H49BiCl5F5IN5O2P2Si2Te.

The value obtained for the orbital gap is 6.16 eV. The molar mass comes out at 1581.81 u. Its charge is -2.

Geometry (Å):
Bi1 0.668 -1.190 -1.453
C1 5.452 -0.717 2.095
Si1 4.431 -1.491 0.685
C2 4.871 -3.356 0.690
C3 5.319 -0.911 -0.898
N1 2.757 -1.251 0.653
P1 1.540 -1.200 1.664
C4 -0.004 -1.193 0.796
P2 -0.991 0.275 0.780
N2 -0.641 1.385 -0.301
Si2 -0.781 3.043 -0.694
C5 -0.056 3.234 -2.428
C6 -2.570 3.716 -0.716
C7 0.073 4.357 0.390
C8 -1.368 0.979 2.430
C9 -0.706 2.139 2.820
C10 -1.052 2.777 4.001
C11 -2.046 2.246 4.810
C12 -2.681 1.067 4.445
C13 -2.352 0.440 3.253
C14 -2.678 -0.342 0.382
C15 -2.993 -1.673 0.157
C16 -4.255 -2.026 -0.309
C17 -5.221 -1.055 -0.516
C18 -4.934 0.276 -0.234
C19 -3.669 0.627 0.204
C20 1.472 -2.718 2.736
C21 0.267 -3.355 3.014
C22 0.227 -4.459 3.851
C23 1.396 -4.938 4.426
C24 2.598 -4.292 4.177
C25 2.631 -3.181 3.346
C26 1.736 -0.136 3.165
C27 0.877 -0.356 4.244
C28 1.034 0.345 5.427
C29 2.049 1.284 5.547
C30 2.908 1.504 4.482
C31 2.764 0.787 3.302
H1 6.434 -1.193 2.162
H2 4.966 -0.817 3.068
H3 5.611 0.348 1.912
H4 5.789 -3.543 1.255
H5 5.029 -3.728 -0.325
H6 4.075 -3.952 1.140
H7 5.273 -1.635 -1.709
H8 6.362 -0.653 -0.716
H9 4.827 0.013 -1.264
H10 -0.703 2.821 -3.203
H11 0.911 2.733 -2.501
H12 0.112 4.291 -2.651
H13 -3.241 3.123 -1.342
H14 -2.581 4.742 -1.096
H15 -2.983 3.740 0.297
H16 1.053 4.033 0.734
H17 -0.528 4.620 1.265
H18 0.218 5.264 -0.203
H19 0.088 2.521 2.192
H20 -0.533 3.682 4.292
H21 -2.321 2.746 5.732
H22 -3.440 0.635 5.088
H23 -2.861 -0.468 2.951
H24 -2.246 -2.432 0.345
H25 -4.471 -3.062 -0.539
H26 -6.201 -1.325 -0.893
H27 -5.691 1.041 -0.375
H28 -3.419 1.660 0.404
H29 -0.632 -2.977 2.540
H30 -0.718 -4.952 4.050
H31 1.371 -5.806 5.075
H32 3.513 -4.659 4.629
H33 3.566 -2.668 3.152
H34 0.080 -1.080 4.157
H35 0.357 0.160 6.252
H36 2.173 1.835 6.473
H37 3.698 2.241 4.569
H38 3.430 0.957 2.472
O1 2.049 1.960 0.722
H39 2.753 2.059 0.071
H40 1.255 1.753 0.195
I1 -1.176 -3.057 -2.427
F1 5.077 0.317 -3.454
Te1 4.134 1.518 -2.226
F2 3.575 3.345 -1.909
F3 5.869 2.324 -2.435
F4 4.711 1.886 -0.370
F5 3.713 2.193 -3.995
O2 2.604 0.702 -1.916
Cl1 2.906 -1.657 -3.864
C32 2.906 -3.043 -2.841
C33 2.046 -3.095 -1.745
C34 2.017 -4.302 -1.049
Cl2 0.892 -4.546 0.207
C35 2.869 -5.365 -1.353
Cl3 2.831 -6.815 -0.425
C36 3.758 -5.253 -2.414
Cl4 4.823 -6.551 -2.797
C37 3.759 -4.095 -3.177
Cl5 4.812 -3.972 -4.536
C38 -1.432 0.850 -5.646
C39 -1.197 -0.090 -4.653
N3 -1.760 -0.021 -3.454
C40 -2.596 0.968 -3.193
C41 -2.895 1.975 -4.110
C42 -2.284 1.904 -5.358
C43 -3.689 3.153 -3.736
C44 -4.960 3.232 -3.329
C45 -5.947 2.160 -3.249
C46 -7.267 2.454 -2.882
C47 -8.162 1.406 -2.835
N4 -7.819 0.151 -3.125
C48 -6.546 -0.022 -3.469
N5 -5.607 0.903 -3.554
H41 -0.944 0.774 -6.609
H42 -0.535 -0.935 -4.817
H43 -3.017 0.981 -2.194
H44 -2.479 2.670 -6.100
H45 -3.129 4.084 -3.788
H46 -5.341 4.211 -3.057
H47 -7.574 3.464 -2.648
H48 -9.201 1.559 -2.561
H49 -6.240 -1.035 -3.711

The following is a DFT calculation (ωB97M-V/def2-TZVPD) of a structure of composition C39H63CsN7O7PSi.

The value obtained for the orbital gap (spin up / spin down) is 2.83 / 2.83 eV. The relative energy (zero: lowest compared OMol25 entry of this formula, charge and spin) comes out at 0.0 kJ/mol. The molar mass comes out at 933.94 u. Its charge is -2.

Geometry (Å):
Cs1 0.000 0.000 0.000
C1 5.340 5.796 4.624
O1 4.332 4.892 4.190
C2 3.557 4.304 5.164
C3 3.778 4.424 6.539
C4 2.933 3.778 7.443
C5 1.869 3.010 6.979
C6 1.643 2.884 5.607
C7 2.484 3.516 4.681
N1 2.250 3.491 3.277
C8 1.338 2.690 2.612
N2 0.064 3.108 2.935
C9 -1.254 2.763 2.572
C10 -1.624 1.720 1.720
C11 -2.958 1.427 1.436
C12 -3.972 2.179 2.020
C13 -3.647 3.230 2.875
C14 -2.303 3.529 3.134
O2 -1.918 4.541 3.988
C15 -2.683 5.736 3.858
N3 1.664 1.761 1.761
C16 3.008 1.432 1.497
C17 3.441 0.156 1.874
C18 4.742 -0.269 1.607
C19 5.624 0.582 0.948
C20 5.208 1.856 0.552
C21 3.902 2.288 0.815
O3 3.417 3.529 0.484
C22 4.266 4.396 -0.254
H1 5.814 6.219 3.733
H2 6.115 5.275 5.196
H3 4.911 6.624 5.198
H4 4.598 5.009 6.940
H5 3.106 3.873 8.512
H6 1.211 2.505 7.682
H7 0.808 2.270 5.276
H8 3.151 3.554 2.810
H9 0.063 3.931 3.530
H10 -3.190 0.604 0.767
H11 -5.012 1.942 1.815
H12 -4.449 3.788 3.345
H13 -3.638 5.646 4.383
H14 -2.836 6.007 2.807
H15 -2.118 6.545 4.332
H16 2.744 -0.510 2.376
H17 5.060 -1.263 1.908
H18 6.638 0.252 0.736
H19 5.927 2.486 0.040
H20 3.708 5.314 -0.460
H21 4.547 3.953 -1.215
H22 5.150 4.670 0.331
C23 -3.226 -4.777 3.324
C24 -3.061 -3.260 3.109
C25 -2.585 -2.636 4.432
C26 -4.425 -2.676 2.704
N4 -2.052 -3.104 2.036
N5 -1.732 -1.732 1.732
H23 -3.953 -4.986 4.118
H24 -2.278 -5.246 3.614
H25 -3.582 -5.276 2.415
H26 -3.279 -2.871 5.247
H27 -2.519 -1.544 4.371
H28 -1.598 -3.018 4.720
H29 -5.188 -2.909 3.455
H30 -4.767 -3.089 1.748
H31 -4.392 -1.586 2.607
H32 -2.353 -3.611 1.197
H33 -1.226 -1.278 2.522
H34 -2.561 -1.178 1.426
C27 -4.131 2.452 -4.354
N6 -3.181 2.489 -3.272
C28 -2.732 3.598 -2.617
C29 -1.847 3.118 -1.678
N7 -1.752 1.752 -1.752
C30 -2.567 1.401 -2.722
H35 -4.457 3.469 -4.588
H36 -4.988 1.850 -4.042
H37 -3.646 2.007 -5.226
H38 -3.060 4.600 -2.856
H39 -1.274 3.683 -0.955
H40 -2.746 0.388 -3.058
C31 1.199 -2.992 1.459
O4 1.676 -1.676 1.676
H41 1.872 -3.707 1.938
H42 1.146 -3.188 0.385
H43 0.202 -3.084 1.894
H44 2.580 -1.626 1.269
C32 3.452 -1.141 -4.023
O5 2.875 -0.863 -2.754
P1 2.003 -2.003 -2.003
O6 3.154 -3.131 -1.839
C33 4.008 -2.988 -0.713
O7 1.232 -2.640 -3.276
C34 0.302 -3.673 -2.990
H45 4.115 -0.308 -4.277
H46 2.683 -1.200 -4.801
H47 4.056 -2.055 -4.012
H48 4.720 -3.819 -0.722
H49 3.442 -3.039 0.224
H50 4.580 -2.054 -0.762
H51 -0.158 -3.985 -3.933
H52 -0.496 -3.318 -2.328
H53 0.798 -4.547 -2.553
C35 -3.786 -5.280 -2.798
Si1 -3.588 -3.586 -3.584
C36 -5.282 -2.800 -3.781
C37 -2.804 -3.785 -5.279
C38 -2.500 -2.499 -2.498
C39 -1.810 -1.810 -1.810
H54 -4.417 -5.922 -3.420
H55 -4.250 -5.197 -1.811
H56 -2.814 -5.768 -2.680
H57 -5.925 -3.424 -4.410
H58 -5.200 -1.814 -4.247
H59 -5.769 -2.681 -2.808
H60 -3.428 -4.415 -5.920
H61 -1.818 -4.250 -5.197
H62 -2.686 -2.813 -5.767
H63 1.657 1.657 -1.657

The following is a DFT calculation (ωB97M-V/def2-TZVPD) of a structure of composition C4H7NO.

The value obtained for the orbital gap (spin up / spin down) is 7.94 / 8.05 eV. The relative energy (zero: lowest compared OMol25 entry of this formula, charge and spin) comes out at 646.8 kJ/mol. The molar mass comes out at 85.11 u.

Geometry (Å):
C1 -1.487 -0.076 0.927
C2 0.161 -0.986 0.521
O1 0.188 -2.125 0.248
C3 0.837 0.376 -0.048
C4 1.624 0.389 -1.196
N1 -0.462 0.841 -0.486
H1 -2.332 0.394 0.407
H2 -1.247 0.526 1.803
H3 -1.858 -1.061 1.246
H4 1.207 0.966 0.792
H5 1.325 -0.183 -2.070
H6 2.588 0.887 -1.233
H7 -0.755 0.242 -1.266